Entry 1:
74
Properties=species:S:1:pos:R:3:forces:R:3:mulliken_charge:R:1 method="wB97M-V/def2-TZVPD" multiplicity=6 e_above_lowest_kj_mol=0.0 charge=+1
Sm 1.619108 0.447839 1.246354 1.1 0.5 1.2 0.594
C 2.139750 2.967927 1.055922 -0.3 -0.2 0.8 0.569
C 0.849857 2.907385 1.673181 0.5 0.0 0.3 0.650
C 2.397210 2.093699 3.176984 -0.1 0.4 -0.9 0.806
C 3.095320 2.478303 1.996285 -0.9 0.1 0.4 0.541
C 1.008037 2.342270 2.974763 0.5 0.3 -0.7 0.466
C 2.460964 3.510803 -0.293726 0.2 0.2 -0.3 -1.635
H 1.570355 3.559093 -0.923452 0.1 0.1 0.0 0.314
H 3.199130 2.885869 -0.810329 0.0 0.2 0.0 0.406
H 2.882061 4.523986 -0.216756 -0.1 -0.2 -0.1 0.353
C 4.561768 2.386906 1.796824 0.4 -0.3 -0.1 -1.350
H 4.861099 2.957092 0.915445 0.1 0.0 0.1 0.414
H 4.873426 1.340352 1.661204 0.1 0.3 0.1 0.108
H 5.101462 2.774928 2.669082 -0.1 0.0 -0.2 0.301
C 3.032335 1.571184 4.411033 0.2 -0.3 0.2 -1.362
H 3.731068 2.303778 4.839001 -0.2 -0.1 -0.1 0.295
H 3.605058 0.660772 4.191511 -0.1 0.2 0.2 0.101
H 2.275456 1.339549 5.162185 0.1 0.0 0.1 0.397
C -0.054245 2.151939 3.999014 -0.2 -0.1 0.3 -1.694
H -0.019272 2.940396 4.765388 0.0 -0.2 -0.2 0.331
H 0.066055 1.190293 4.507293 -0.1 0.1 0.1 0.418
H -1.044914 2.164681 3.542434 0.0 0.0 0.1 0.316
C -0.416807 3.463306 1.115386 -0.4 0.0 -0.2 -1.438
H -0.593740 4.503770 1.436434 0.1 -0.3 -0.1 0.345
H -1.281368 2.870981 1.438026 0.0 0.2 0.0 0.223
H -0.405151 3.453842 0.019501 0.0 0.1 0.1 0.241
C -1.866547 -2.033313 -3.950453 -0.1 0.6 -0.8 -0.049
C -2.215269 -0.772742 -4.261071 0.4 -0.8 -0.7 -0.887
C -3.613357 -0.231326 -4.304543 -0.4 0.0 0.3 -0.631
C -4.612721 -0.895554 -3.314285 0.0 0.5 -0.6 -1.124
C -4.087408 -1.088040 -1.925070 -0.3 -0.3 0.6 0.335
C -3.538931 -2.214451 -1.452047 -0.8 0.0 0.1 -0.800
C -3.215189 -3.432898 -2.270212 0.0 -0.1 -0.2 -0.837
C -2.823133 -3.167864 -3.741413 0.0 -0.6 0.2 -1.232
H -4.010629 -0.349162 -5.324565 0.1 0.1 0.2 0.368
H -4.998992 -1.825271 -3.745704 0.1 0.3 0.3 0.269
H -3.604631 0.852091 -4.101406 0.1 -0.3 -0.1 0.356
H -3.718448 -3.065523 -4.366186 0.4 0.0 0.1 0.356
H -0.822993 -2.350114 -4.032566 -0.3 0.3 0.0 0.680
H -1.461656 -0.108412 -4.699744 -0.1 -0.2 0.4 0.623
H -2.303533 -4.070453 -4.090645 -0.3 0.1 0.0 0.447
H -2.394122 -3.994341 -1.796247 -0.3 0.2 0.0 0.362
H -3.464100 -2.383093 -0.366643 0.3 0.4 -0.5 0.692
H -4.092627 -4.096268 -2.261765 0.2 0.0 0.1 0.398
H -5.465387 -0.209103 -3.238511 0.1 -0.2 -0.1 0.430
H -4.325643 -0.253659 -1.249270 0.2 -0.4 -0.1 0.364
P 0.564728 -0.063938 -1.300938 -0.6 -0.4 -0.4 0.939
C 1.386503 -1.071279 -2.554933 0.2 -0.1 -0.2 -1.037
C -0.524320 1.079008 -2.183206 -0.2 0.3 -0.2 -0.427
P -0.958988 -0.809544 1.277840 -0.6 -0.7 -0.6 0.867
C -0.625838 -1.271271 -0.515519 0.1 0.2 0.1 0.424
C -2.618500 -0.070783 1.215644 -0.2 0.3 0.1 -1.239
C -1.218082 -2.441301 2.051132 0.1 0.0 0.1 -1.350
H 2.111101 -1.731540 -2.062305 -0.1 0.1 -0.1 0.412
H 1.928193 -0.413011 -3.240357 -0.1 -0.2 0.0 0.442
H 0.648097 -1.670013 -3.094942 0.3 0.2 0.0 0.044
H -1.247150 0.535767 -2.792233 0.2 0.0 0.2 -0.622
H 0.080064 1.712064 -2.838916 0.0 0.0 0.1 0.570
H -1.077731 1.722930 -1.494632 0.2 0.0 0.1 0.208
H -1.893052 -3.056455 1.445913 0.1 0.1 0.2 0.373
H -1.633206 -2.297768 3.053830 0.0 -0.1 -0.1 0.439
H -0.251125 -2.950495 2.150320 -0.2 0.1 0.0 0.367
H -0.197874 -2.288969 -0.557196 0.0 0.4 0.1 0.593
H -1.564805 -1.272291 -1.099569 0.4 0.0 0.3 -1.322
H -3.010833 0.013434 2.233285 0.1 0.0 -0.1 0.533
H -3.321283 -0.647047 0.610726 0.2 0.0 0.2 0.325
H -2.567235 0.938591 0.798160 0.0 -0.1 0.0 0.234
Cl 5.088981 -3.426799 3.865107 0.0 0.2 -0.2 -0.109
C 5.258111 -2.104352 2.699894 -0.5 0.4 -0.2 0.674
Cl 5.907588 -0.665123 3.538101 -0.2 -0.4 -0.3 -0.101
Cl 6.373944 -2.582758 1.399571 -0.2 0.1 0.2 -0.116
C 3.830285 -1.840785 2.011300 -0.2 -0.5 -0.2 0.122
O 3.265354 -2.820672 1.546578 0.3 1.2 0.4 -0.566
O 3.388368 -0.607051 1.980705 0.9 -1.3 0.3 -0.505



Entry 2:
74
Properties=species:S:1:pos:R:3:forces:R:3:mulliken_charge:R:1 method="wB97M-V/def2-TZVPD" multiplicity=2 e_above_lowest_kj_mol=893.6 charge=+1
Ti -0.322497 -0.050804 -0.405372 -4.0 -0.1 0.9 -2.375
C -2.349996 -0.590379 1.508030 -0.5 0.0 -0.9 1.165
C -2.319962 0.494506 0.527965 0.4 -1.3 -0.4 0.802
C -2.898869 -1.520818 -0.526547 0.2 1.7 0.3 0.836
C -2.682035 -1.791552 0.841875 0.1 0.9 0.1 0.400
C -2.685069 -0.116203 -0.750651 0.4 -0.5 0.7 0.937
C -2.360990 -0.475440 2.991289 -0.6 -0.5 0.7 -1.980
H -2.273212 0.565048 3.326699 0.0 -0.4 0.0 0.308
H -1.540325 -1.078931 3.436410 -1.2 0.4 -0.2 0.420
H -3.310191 -0.870560 3.383597 0.0 0.2 -0.2 0.554
C -2.984888 -3.089439 1.492479 0.1 -0.6 0.3 -1.651
H -2.796853 -3.048115 2.574644 0.0 -0.1 -0.4 0.437
H -2.370778 -3.897305 1.069716 -0.2 0.2 0.2 0.130
H -4.042530 -3.368419 1.344144 0.3 0.1 0.0 0.323
C -3.496863 -2.459398 -1.496652 0.2 -0.4 -0.5 -1.687
H -4.577737 -2.583274 -1.317503 0.3 0.1 0.0 0.373
H -3.036319 -3.451852 -1.415677 -0.2 0.2 -0.1 0.245
H -3.367551 -2.098664 -2.523240 -0.1 -0.2 0.2 0.319
C -3.206212 0.608177 -1.940440 -0.4 0.3 -0.6 -1.852
H -4.312949 0.595685 -1.942021 0.4 0.0 0.0 0.405
H -2.881312 0.134875 -2.884519 -0.1 0.3 0.3 0.417
H -2.903151 1.666500 -1.946065 -0.2 -0.4 0.0 0.377
C -2.436132 1.955551 0.811068 -0.4 0.3 0.1 -1.371
H -3.480792 2.265009 0.675092 0.2 0.1 0.0 0.378
H -1.834750 2.559604 0.123373 0.0 0.1 0.1 0.137
H -2.159480 2.202958 1.841991 0.1 0.0 -0.3 0.386
C 3.224915 -0.168841 0.365525 0.8 -2.0 0.1 -0.542
C 2.642890 0.642305 1.398825 -0.4 2.3 0.8 0.792
C 3.162630 2.115489 1.422454 0.4 -0.9 0.8 -1.510
C 2.768812 3.023903 0.271122 -0.4 0.6 -0.1 -1.201
C 1.590505 2.525058 -0.495241 -1.6 0.1 -0.4 -0.334
C 1.875182 1.831496 -1.766334 2.2 1.3 -1.6 -0.272
C 3.222512 0.989361 -1.892623 -0.3 0.4 -0.8 -0.815
C 4.009518 0.321614 -0.738563 1.1 0.0 -0.6 -1.005
H 4.263953 2.049948 1.487713 -0.5 0.2 0.2 0.453
H 3.611566 3.222675 -0.415577 -0.2 -0.3 0.1 0.364
H 2.781770 2.570608 2.342415 0.4 -0.2 0.0 0.561
H 4.832670 0.984181 -0.390126 -0.6 0.0 -0.1 0.397
H 3.163453 -1.252631 0.501884 -0.1 0.2 0.0 0.483
H 2.847617 0.230190 2.403248 0.2 0.3 -0.6 0.307
H 4.560150 -0.535665 -1.172023 -0.3 0.4 0.0 0.464
H 3.010294 0.206948 -2.633391 0.4 0.3 0.1 -0.129
H 2.100458 2.658453 -2.490928 0.2 -0.2 0.0 0.637
H 3.941537 1.701876 -2.325248 -0.3 -0.5 -0.2 0.395
H 2.506381 4.012248 0.677047 0.2 -0.3 0.0 0.413
H 0.768281 3.254073 -0.572669 0.3 -0.4 0.0 0.518
P 0.390680 -0.224342 2.800420 -0.4 0.1 -2.3 0.699
C 1.507030 -1.589641 3.262430 1.0 0.1 1.3 -1.058
C 0.322639 1.535218 3.473103 0.5 0.0 0.8 -1.164
P 0.327397 1.221266 -2.419559 -0.1 -0.7 1.1 1.544
C 1.098565 0.476725 1.214994 0.8 -2.0 1.5 1.263
C -0.591866 2.696090 -2.924225 -0.6 0.3 -0.7 -1.423
C 0.644527 0.081501 -3.771084 -0.4 -0.4 -0.9 -1.141
H 1.474755 -2.403973 2.497954 -0.3 0.9 0.3 0.206
H 1.095291 -2.018874 4.206042 0.4 0.2 -0.6 0.457
H 2.547576 -1.277993 3.437873 -0.2 -0.5 0.1 0.508
H 0.857459 2.280079 2.852980 -0.1 -0.5 0.5 0.222
H 0.695661 1.579021 4.508469 -0.2 0.2 -0.3 0.443
H -0.746173 1.833398 3.460705 0.7 -0.4 0.2 0.231
H 1.693728 -0.244273 -3.887136 -0.6 0.5 0.0 0.328
H 0.265301 0.532968 -4.690765 0.3 -0.2 -0.2 0.451
H 0.053134 -0.826710 -3.583527 0.2 0.3 -0.1 0.137
H 1.185243 -0.240958 0.298687 1.3 0.5 2.0 -0.090
H 0.512572 1.401447 0.990816 0.3 -0.3 -0.4 -0.018
H -1.581224 2.340331 -3.291253 0.7 0.4 0.1 0.423
H -0.067552 3.254219 -3.723360 -0.2 -0.4 0.3 0.489
H -0.777145 3.412122 -2.100694 0.2 -0.6 -0.2 0.359
Cl -1.245341 -5.328989 -0.833021 0.7 0.4 -0.5 -0.114
C 0.041336 -4.214146 -1.471067 -0.2 -0.5 0.0 0.964
Cl 1.548978 -5.150528 -1.737389 -0.6 0.5 0.2 -0.116
Cl -0.495310 -3.516093 -3.008800 0.1 -0.2 0.2 -0.121
C 0.280488 -3.140433 -0.368670 0.5 0.2 1.7 -0.163
O 0.603585 -3.527355 0.746067 -0.5 0.7 -1.7 -0.629
O 0.105015 -1.880126 -0.717189 0.7 -0.6 -0.3 -0.095



Entry 3:
86
Properties=species:S:1:pos:R:3:forces:R:3:mulliken_charge:R:1 method="wB97M-V/def2-TZVPD" smiles="CCCCO[C@@]1(Cl)OS(=O)(=O)O[C@]1(C)CCO.C[C@@H]1COC(=O)O1.C[C@@H]1COC(=O)O1.C[C@@H]1COC(=O)O1.C[C@@H]1COC(=O)O1" energy_ev=-86803.3042
C -0.260231 5.836472 2.402742 0.0 0.3 -0.2 -0.835
C 0.829581 6.163047 1.385520 -0.1 -0.1 -0.1 -0.569
C 1.277717 4.975743 0.517800 -0.2 0.7 0.2 -0.719
C 1.386361 3.653551 1.222254 0.0 -0.4 -0.7 -0.240
O 2.218708 3.747905 2.384006 -0.1 0.1 -0.1 -0.375
C 2.728959 2.584169 2.832936 0.4 -0.2 0.3 1.149
Cl 3.947377 1.907130 1.654181 0.0 0.0 -0.1 -0.184
O 3.481564 2.892208 3.988143 -0.2 0.2 0.0 -0.396
S 3.221155 1.879402 5.203810 0.0 0.2 0.5 1.211
O 2.390702 2.533298 6.156719 0.0 -0.1 -0.3 -0.581
O 4.434633 1.295761 5.635943 0.1 0.0 -0.3 -0.611
O 2.420635 0.829199 4.349163 -0.1 -0.3 -0.2 -0.517
C 1.693718 1.485304 3.266504 -0.1 0.5 0.2 1.570
C 0.444038 2.154829 3.857281 0.1 -0.4 -0.4 -2.231
C 1.420896 0.466545 2.177468 -0.2 -0.4 0.2 -1.201
C 0.148517 -0.374770 2.310881 0.2 -0.1 -0.2 -0.504
O -0.274138 -0.817158 1.019937 -0.2 0.1 0.1 -0.469
H 0.027062 5.027673 3.068927 0.0 -0.1 0.0 0.035
H -0.469811 6.715807 3.012260 0.0 0.0 0.1 0.408
H -1.193158 5.587004 1.893340 0.0 -0.2 0.1 0.256
H 0.437590 6.926698 0.709848 0.1 0.1 0.0 0.407
H 1.689526 6.614090 1.879731 0.1 -0.1 0.1 0.313
H 0.542250 4.824984 -0.275054 0.0 -0.1 -0.1 0.103
H 2.215661 5.243610 0.032291 0.1 -0.2 -0.1 0.362
H 1.817460 2.935284 0.518811 0.1 0.1 0.1 0.413
H 0.395832 3.270065 1.476685 0.0 0.1 0.3 0.175
H -0.331982 2.219407 3.097074 0.0 0.1 0.0 0.450
H 0.661243 3.145560 4.236269 0.0 0.0 0.2 0.382
H 0.075227 1.509021 4.650094 -0.1 0.1 0.1 0.524
H 1.371327 0.995583 1.225081 0.0 0.0 0.0 0.450
H 2.274178 -0.210380 2.136438 0.1 0.1 -0.1 0.365
H -0.685615 0.169953 2.733061 -0.1 0.0 0.0 0.388
H 0.340909 -1.245220 2.942190 0.0 0.0 0.1 0.214
H 0.493302 -0.866761 0.449110 0.2 -0.1 -0.1 0.309
C -4.560218 -3.543408 -0.538047 0.2 0.1 -0.2 -1.441
C -4.357894 -3.162653 0.903547 -0.1 -0.1 -0.2 0.613
C -5.555378 -2.533611 1.582324 0.0 0.0 0.1 -0.516
O -4.939162 -1.676908 2.554686 -0.1 0.0 -0.1 -0.366
C -3.702801 -1.358226 2.106289 0.0 -0.1 -0.1 0.553
O -3.004293 -0.528267 2.591734 0.0 0.1 0.1 -0.474
O -3.378672 -2.112913 1.034277 0.0 0.0 0.1 -0.226
H -4.774151 -2.661719 -1.144053 -0.1 0.0 0.1 0.401
H -3.662888 -4.010409 -0.942347 0.0 0.0 0.0 0.293
H -5.384015 -4.251601 -0.626724 0.0 0.0 0.0 0.356
H -3.997932 -4.020207 1.479083 0.0 0.0 0.0 0.152
H -6.205033 -3.252587 2.073700 0.0 0.0 0.1 0.295
H -6.142674 -1.918135 0.896792 0.0 0.0 -0.1 0.306
C -1.849558 1.223439 -1.917158 0.2 0.0 0.2 -1.578
C -1.183584 2.375744 -2.626306 -0.2 -0.3 0.1 0.634
C -0.735146 2.091931 -4.043505 0.0 0.0 -0.1 -0.565
O 0.402387 2.955655 -4.183767 0.0 -0.1 0.0 -0.359
C 0.913711 3.171527 -2.953768 0.0 -0.1 0.1 0.554
O 1.963252 3.687488 -2.740020 0.0 0.1 0.1 -0.541
O 0.073929 2.710305 -1.998290 0.0 0.1 -0.1 -0.130
H -1.163573 0.381533 -1.821634 0.0 0.0 -0.1 0.292
H -2.156190 1.506623 -0.911079 0.0 0.0 0.0 0.380
H -2.732355 0.901198 -2.469804 0.0 0.0 0.0 0.406
H -1.814189 3.267956 -2.588804 0.0 0.0 0.0 0.229
H -1.482596 2.335314 -4.793642 0.1 0.1 0.0 0.327
H -0.406182 1.058778 -4.175684 0.0 0.0 0.1 0.313
C 4.688389 2.696090 -4.154340 -0.2 -0.2 -0.2 -1.119
C 5.537870 1.513697 -3.769276 0.0 0.2 -0.1 0.504
C 6.926372 1.476694 -4.371330 0.1 0.0 0.0 -0.472
O 7.186704 0.069283 -4.464292 0.0 0.1 0.0 -0.334
C 5.995345 -0.570273 -4.546755 0.0 0.1 0.0 0.634
O 5.861255 -1.719124 -4.812213 0.0 -0.1 0.0 -0.540
O 4.981236 0.287214 -4.286310 0.0 0.0 0.1 -0.316
H 4.514757 2.706197 -5.231733 0.1 0.0 0.0 0.358
H 3.718662 2.648674 -3.666630 0.1 0.1 0.0 0.050
H 5.171486 3.628920 -3.863733 0.0 0.0 0.0 0.382
H 5.588368 1.416735 -2.681078 0.0 0.0 0.0 0.260
H 7.681863 1.955039 -3.753649 0.0 -0.1 0.0 0.319
H 6.951489 1.903215 -5.376900 -0.1 0.0 0.0 0.296
C -2.352213 -8.017116 -1.494680 -0.1 0.2 -0.1 -1.461
C -3.129359 -7.749019 -0.231864 0.1 -0.1 -0.2 0.551
C -3.743626 -8.968156 0.424701 0.0 0.0 0.1 -0.497
O -4.906364 -8.419931 1.061841 0.0 -0.1 -0.1 -0.334
C -5.268027 -7.309097 0.383315 0.1 0.0 0.0 0.657
O -6.280570 -6.709747 0.545058 -0.1 0.1 0.0 -0.531
O -4.306934 -6.962695 -0.505052 0.1 0.0 0.1 -0.316
H -3.003478 -8.439579 -2.260238 0.0 -0.1 0.0 0.357
H -1.929186 -7.095010 -1.891143 0.0 0.0 0.0 0.356
H -1.537077 -8.712902 -1.296781 0.0 0.0 0.0 0.385
H -2.519489 -7.191081 0.484060 0.0 0.0 0.0 0.228
H -3.099878 -9.434978 1.165181 -0.1 0.0 0.1 0.313
H -4.063586 -9.714909 -0.305400 0.0 0.0 0.0 0.311



What are the M values for these records? In order: 692.268, 589.775, 697.105 g mol⁻¹.